Molecular formula: C4H10S2
Method: DFT, wB97M-V/def2-TZVPD

```
! wB97M-V def2-TZVPD RIJCOSX def2/J DEFGRID3
* xyz 0 1
C 1.7131 2.7440 -0.4250
C 0.9213 1.7765 0.0306
C 1.3373 0.7770 1.0945
H 1.4981 3.2575 -1.3571
H 2.5445 3.1382 0.1499
H -0.0395 1.4765 -0.3756
H 0.5812 0.9075 1.8835
H 1.1805 -0.1811 0.5990
H 2.3631 0.8019 1.4588
C -1.1437 -2.5751 -0.8472
S -2.4099 -1.3616 -1.3508
S -2.8003 -0.4561 0.4996
H -1.0694 -3.1805 -1.7509
H -1.5508 -3.2252 -0.0789
H -0.1550 -2.2120 -0.5736
H -2.9706 -1.6875 1.0431
*
```

## Properties
Highest occupied orbital energy ... -8.76 eV
Frontier orbital gap ... 0.339 hartree
DFT total energy ... -954.72420 hartree
LUMO energy ... 0.467 eV
Largest force on an atom ... 1.57 eV/A
ΔE to the lowest compared entry with this formula, charge and spin ... 1.616 eV
SMILES ... C=CC.CSS